Molecular formula: C51H116N4O19S5
Method: DFT, the ωB97M-V functional and the def2-TZVPD basis

Geometry as ORCA input:
```
! wB97M-V def2-TZVPD RIJCOSX def2/J DEFGRID3
* xyz 0 1
C -2.789 -2.606 -0.912
C -3.620 -3.223 -1.972
C -2.850 -4.496 -2.521
C -4.928 -3.642 -1.369
C -5.903 -4.047 -2.435
C -6.043 -2.835 -3.255
C -4.789 -2.369 -4.055
C -4.422 -3.460 -5.146
C -5.085 -1.074 -4.740
N -3.798 -2.231 -3.026
O -2.518 -1.848 -3.490
H -3.086 -3.203 -0.050
H -1.638 -2.543 -1.122
H -3.032 -1.553 -0.620
H -2.053 -4.309 -3.221
H -2.377 -5.107 -1.702
H -3.525 -5.206 -3.032
H -4.773 -4.487 -0.672
H -5.303 -2.824 -0.792
H -5.632 -4.843 -3.095
H -6.863 -4.367 -2.015
H -6.262 -1.965 -2.641
H -6.862 -2.801 -3.963
H -3.539 -3.125 -5.729
H -5.309 -3.676 -5.788
H -4.071 -4.443 -4.741
H -4.179 -0.459 -4.862
H -5.746 -0.448 -4.142
H -5.522 -1.064 -5.719
H -2.437 -0.905 -3.338
C -0.459 0.445 -4.945
C 0.272 -0.050 -6.228
C 1.780 0.057 -5.862
C -0.187 -1.502 -6.589
C -1.644 -1.474 -7.159
C -1.683 -0.531 -8.318
C -1.140 0.893 -8.139
C -0.997 1.461 -9.629
C -2.137 1.648 -7.217
N 0.155 0.807 -7.447
O 0.555 2.153 -7.004
H -1.504 0.200 -5.041
H 0.029 0.117 -4.037
H -0.413 1.544 -4.930
H 2.026 -0.716 -5.124
H 2.379 -0.340 -6.726
H 2.101 1.058 -5.486
H 0.464 -2.010 -7.316
H -0.099 -2.140 -5.705
H -1.945 -2.496 -7.416
H -2.300 -1.036 -6.382
H -2.691 -0.482 -8.688
H -1.179 -1.009 -9.127
H -1.957 1.370 -10.138
H -0.248 0.758 -10.046
H -0.748 2.497 -9.592
H -1.615 2.625 -7.018
H -2.178 1.192 -6.260
H -3.106 1.843 -7.735
H 1.441 2.257 -7.351
C 5.482 1.462 5.378
C 5.786 1.812 3.901
C 4.513 1.714 3.058
C 6.419 3.230 3.746
C 7.700 3.282 4.566
C 8.735 2.272 3.969
C 8.113 0.829 3.878
C 9.028 -0.011 2.936
C 8.231 0.212 5.298
N 6.823 0.889 3.258
O 6.265 -0.438 3.240
H 4.598 1.943 5.682
H 5.458 0.395 5.500
H 6.237 1.764 6.084
H 4.654 2.102 2.081
H 4.122 0.770 3.144
H 3.769 2.407 3.471
H 6.630 3.372 2.722
H 5.667 3.899 4.152
H 8.149 4.275 4.641
H 7.500 2.988 5.610
H 9.532 2.326 4.692
H 9.137 2.631 3.032
H 8.919 0.359 1.916
H 8.784 -1.042 2.928
H 10.085 0.016 3.337
H 7.567 -0.667 5.557
H 7.977 0.979 6.002
H 9.270 -0.005 5.540
H 6.106 -0.600 2.300
C -4.779 -5.097 4.057
C -3.715 -4.281 4.825
C -3.934 -4.495 6.408
C -2.385 -4.800 4.358
C -1.178 -3.794 4.587
C -1.498 -2.497 3.978
C -2.800 -1.869 4.519
C -2.535 -1.313 5.985
C -3.107 -0.615 3.691
N -3.864 -2.825 4.457
O -5.047 -2.249 4.944
H -4.478 -6.193 4.141
H -5.800 -5.009 4.418
H -4.738 -4.756 3.030
H -4.577 -3.739 6.846
H -4.521 -5.391 6.632
H -2.967 -4.648 6.886
H -2.251 -5.724 4.929
H -2.302 -5.044 3.312
H -0.980 -3.619 5.656
H -0.283 -4.214 4.202
H -1.477 -2.629 2.908
H -0.647 -1.874 4.187
H -1.778 -0.519 5.975
H -2.144 -2.140 6.586
H -3.500 -0.938 6.354
H -3.099 -0.758 2.607
H -2.427 0.206 3.853
H -4.110 -0.296 3.935
H -5.622 -2.120 4.187
C -4.861 3.132 -5.084
C -3.773 2.877 -4.018
O -4.455 2.169 -2.958
S -3.550 1.713 -1.703
C -4.716 0.784 -0.963
O -2.474 0.820 -2.140
O -3.241 2.840 -0.886
H -5.720 3.641 -4.505
H -5.232 2.244 -5.582
H -4.451 3.793 -5.910
H -3.009 2.210 -4.425
H -3.356 3.812 -3.714
H -4.411 0.476 0.001
H -4.960 -0.086 -1.637
H -5.622 1.380 -0.813
C 2.732 5.734 1.309
C 2.595 6.534 -0.009
O 1.227 6.309 -0.479
S 1.075 5.244 -1.662
C -0.347 4.483 -1.095
O 0.769 5.955 -2.866
O 2.159 4.278 -1.684
H 3.798 5.825 1.706
H 2.569 4.686 1.086
H 1.930 6.064 2.016
H 2.730 7.602 0.156
H 3.300 6.183 -0.795
H -1.137 5.227 -1.014
H -0.042 4.128 -0.161
H -0.574 3.608 -1.740
C 1.895 1.886 5.610
C 0.435 2.040 5.337
O 0.229 3.386 4.723
S -0.811 3.617 3.554
C -1.797 4.937 4.134
O -0.042 4.071 2.424
O -1.615 2.461 3.464
H 2.062 0.983 6.285
H 2.297 2.755 6.185
H 2.434 1.658 4.690
H 0.199 1.299 4.583
H -0.175 1.964 6.197
H -2.549 5.076 3.385
H -1.124 5.794 4.292
H -2.108 4.554 5.071
C 3.124 1.220 -0.773
C 1.616 1.256 -0.825
O 1.007 0.111 -0.237
S 0.521 0.051 1.244
C -1.027 0.821 1.055
O 0.314 -1.338 1.517
O 1.356 0.868 2.111
H 3.418 1.343 0.283
H 3.500 2.002 -1.343
H 3.560 0.308 -1.117
H 1.259 2.195 -0.397
H 1.191 1.245 -1.849
H -1.326 1.150 2.013
H -1.748 0.076 0.646
H -0.908 1.634 0.347
C 4.045 -2.479 3.520
C 3.798 -3.258 2.166
O 3.973 -2.325 1.019
S 4.033 -2.867 -0.488
C 2.353 -2.901 -1.034
O 4.703 -1.840 -1.270
O 4.560 -4.190 -0.534
H 3.761 -3.126 4.347
H 3.385 -1.626 3.518
H 5.008 -2.082 3.763
H 4.494 -4.033 2.006
H 2.797 -3.602 2.194
H 1.657 -3.128 -0.264
H 2.390 -3.662 -1.862
H 2.174 -1.873 -1.370
*
```

The value obtained for the frontier orbital gap is 8.35 eV. As for the SMILES: CC1(C)CCCC(C)(C)N1O.CC1(C)CCCC(C)(C)N1O.CC1(C)CCCC(C)(C)N1O.CC1(C)CCCC(C)(C)N1O.CCOS(C)(=O)=O.CCOS(C)(=O)=O.CCOS(C)(=O)=O.CCOS(C)(=O)=O.CCOS(C)(=O)=O. The calculation puts the total energy at -5651.99245 Eh. The value obtained for the highest occupied orbital energy is -8.2351 eV. The calculation puts the LUMO energy at 0.113 eV. The energy relative to the best compared isomer or geometry (same formula, charge and spin) comes out at 23.2 kcal/mol.

Atom charges from the Löwdin analysis, given in e for atoms 1 to 99:
1 C -0.04
2 C -0.53
3 C -0.02
4 C -0.15
5 C -0.18
6 C -0.16
7 C -0.50
8 C 0.00
9 C -0.03
10 N -0.10
11 O -0.02
12 H 0.08
13 H 0.13
14 H 0.07
15 H 0.07
16 H 0.10
17 H 0.06
18 H 0.14
19 H 0.12
20 H 0.10
21 H 0.12
22 H 0.11
23 H 0.12
24 H 0.06
25 H 0.09
26 H 0.06
27 H 0.08
28 H 0.08
29 H 0.08
30 H 0.04
31 C -0.04
32 C -0.47
33 C -0.05
34 C -0.10
35 C -0.17
36 C -0.18
37 C -0.48
38 C 0.00
39 C -0.03
40 N -0.05
41 O -0.06
42 H 0.03
43 H 0.08
44 H 0.09
45 H 0.08
46 H 0.10
47 H 0.09
48 H 0.12
49 H 0.11
50 H 0.11
51 H 0.09
52 H 0.12
53 H 0.10
54 H 0.08
55 H 0.09
56 H 0.06
57 H 0.10
58 H 0.01
59 H 0.10
60 H 0.10
61 C -0.01
62 C -0.43
63 C -0.03
64 C -0.12
65 C -0.17
66 C -0.11
67 C -0.51
68 C -0.04
69 C -0.04
70 N -0.07
71 O -0.06
72 H 0.05
73 H 0.08
74 H 0.05
75 H 0.07
76 H 0.04
77 H 0.08
78 H 0.11
79 H 0.12
80 H 0.11
81 H 0.09
82 H 0.11
83 H 0.11
84 H 0.08
85 H 0.05
86 H 0.10
87 H 0.10
88 H 0.04
89 H 0.08
90 H 0.11
91 C -0.05
92 C -0.47
93 C -0.01
94 C -0.13
95 C -0.17
96 C -0.17
97 C -0.49
98 C -0.01
99 C -0.02

***

Molecular formula: C51H117O27P5
Method: DFT, the ωB97M-V functional and the def2-TZVPD basis

Geometry as ORCA input:
```
! wB97M-V def2-TZVPD RIJCOSX def2/J DEFGRID3
* xyz 0 1
C -1.335 6.388 4.192
C -2.596 5.659 3.725
O -2.837 6.029 2.373
P -1.927 5.434 1.241
O -1.188 4.269 1.758
O -2.924 5.119 0.017
C -3.918 4.044 -0.051
C -5.240 4.553 0.429
O -1.035 6.594 0.681
C -0.235 6.328 -0.582
C 0.074 7.725 -1.149
H -1.512 7.461 4.303
H -0.968 5.951 5.103
H -0.524 6.181 3.478
H -2.494 4.565 3.655
H -3.517 5.930 4.286
H -3.943 3.692 -1.117
H -3.659 3.250 0.648
H -5.517 5.311 -0.285
H -5.919 3.718 0.432
H -5.257 5.035 1.402
H 0.557 5.629 -0.326
H -0.986 5.917 -1.289
H -0.853 8.251 -1.281
H 0.745 8.248 -0.494
H 0.566 7.695 -2.178
C 9.259 -3.252 -1.218
C 7.872 -3.803 -1.563
O 6.965 -2.782 -1.024
P 5.388 -2.890 -1.185
O 4.601 -1.836 -0.512
O 5.160 -3.013 -2.736
C 5.199 -1.787 -3.497
C 6.128 -1.957 -4.639
O 5.050 -4.283 -0.637
C 3.657 -4.796 -0.813
C 3.102 -4.770 0.641
H 9.462 -2.242 -1.619
H 9.255 -3.294 -0.168
H 9.955 -4.011 -1.544
H 7.564 -3.931 -2.670
H 7.684 -4.749 -1.068
H 4.228 -1.537 -3.900
H 5.466 -0.922 -2.870
H 5.969 -2.948 -5.111
H 5.808 -1.128 -5.333
H 7.197 -1.955 -4.426
H 3.158 -4.152 -1.528
H 3.793 -5.841 -1.114
H 2.840 -3.759 0.901
H 2.129 -5.244 0.694
H 3.750 -5.358 1.283
C 2.535 4.467 -6.950
C 3.440 3.207 -6.631
O 3.687 3.141 -5.174
P 4.972 2.383 -4.627
O 6.040 2.293 -5.644
O 5.352 3.184 -3.307
C 6.039 4.520 -3.336
C 4.912 5.569 -3.171
O 4.502 0.968 -4.039
C 3.107 0.711 -3.544
C 3.187 0.818 -2.059
H 1.557 4.303 -6.513
H 3.010 5.428 -6.682
H 2.410 4.446 -8.064
H 3.055 2.218 -6.948
H 4.347 3.380 -7.151
H 6.770 4.494 -2.475
H 6.622 4.683 -4.273
H 5.264 6.570 -2.960
H 4.271 5.576 -4.102
H 4.202 5.240 -2.365
H 2.529 1.591 -3.930
H 2.786 -0.229 -4.006
H 2.162 0.896 -1.636
H 3.720 -0.014 -1.614
H 3.675 1.722 -1.773
C -7.875 1.115 6.454
C -6.663 0.669 5.715
O -7.216 0.143 4.421
P -6.256 -0.797 3.551
O -6.656 -0.955 2.113
O -4.798 -0.335 3.835
C -4.134 0.641 2.943
C -4.366 2.077 3.434
O -6.200 -2.202 4.341
C -7.326 -3.080 4.119
C -7.209 -3.940 2.832
H -8.737 0.414 6.490
H -7.615 1.516 7.447
H -8.282 2.013 6.036
H -6.007 1.463 5.421
H -6.202 -0.130 6.276
H -3.047 0.493 2.925
H -4.544 0.548 1.900
H -4.026 2.268 4.435
H -3.626 2.651 2.868
H -5.345 2.447 3.269
H -7.478 -3.662 5.044
H -8.267 -2.573 4.048
H -6.404 -4.689 2.938
H -8.150 -4.408 2.596
H -6.831 -3.230 2.118
C -2.275 -5.374 -6.239
C -3.327 -5.195 -5.087
O -2.883 -5.761 -3.882
P -2.034 -4.776 -3.024
O -2.577 -3.419 -2.775
O -1.688 -5.685 -1.783
C -2.305 -5.292 -0.544
C -3.773 -5.683 -0.526
O -0.649 -4.707 -3.773
C 0.336 -3.698 -3.286
C 1.508 -3.656 -4.289
H -2.770 -5.219 -7.172
H -1.399 -4.735 -6.121
H -1.895 -6.459 -6.255
H -3.705 -4.185 -4.901
H -4.157 -5.899 -5.405
H -1.779 -5.832 0.285
H -2.099 -4.192 -0.271
H -4.305 -5.453 0.456
H -4.369 -5.175 -1.316
H -3.859 -6.730 -0.742
H -0.117 -2.671 -3.224
H 0.543 -4.078 -2.328
H 2.276 -2.949 -4.055
H 1.910 -4.645 -4.455
H 1.080 -3.333 -5.272
C -4.021 -1.728 0.427
C -4.688 -0.607 -0.421
C -6.118 -0.799 -0.853
O -4.114 0.441 -0.609
H -3.515 -2.317 -0.397
H -4.708 -2.204 1.108
H -3.156 -1.277 0.899
H -6.230 -1.812 -1.289
H -6.354 -0.049 -1.591
H -6.737 -0.660 0.029
C -0.954 2.311 -2.135
C -1.146 0.900 -2.692
C -2.491 0.653 -3.385
O -0.254 0.071 -2.704
H -1.958 2.620 -1.916
H -0.440 2.967 -2.760
H -0.410 2.187 -1.180
H -2.557 -0.275 -4.005
H -2.608 1.515 -4.067
H -3.345 0.670 -2.631
C 2.157 3.514 1.412
C 3.194 4.118 0.460
C 4.617 3.775 0.677
O 2.866 4.850 -0.455
H 2.081 2.475 1.210
H 1.196 3.963 1.309
H 2.452 3.571 2.455
H 5.289 4.409 0.113
H 4.831 2.750 0.278
H 4.877 3.760 1.741
C 0.450 2.504 4.231
C -0.344 2.134 5.494
C 0.332 1.342 6.547
O -1.490 2.521 5.574
H 1.381 3.079 4.534
H -0.155 3.024 3.514
H 0.925 1.554 3.810
H 0.670 0.414 6.056
H -0.362 1.045 7.351
H 1.228 1.774 6.993
C 5.938 -0.574 2.231
C 4.831 -1.159 3.071
C 4.608 -2.645 3.068
O 4.223 -0.447 3.839
H 5.577 -0.434 1.192
H 6.761 -1.207 2.293
H 6.267 0.363 2.544
H 3.840 -2.726 3.852
H 5.524 -3.053 3.497
H 4.403 -3.159 2.064
C -0.503 -4.670 4.340
C -1.482 -5.030 3.207
C -2.391 -3.872 2.862
O -1.533 -6.129 2.668
H 0.447 -5.221 4.471
H -1.143 -4.804 5.300
H -0.239 -3.636 4.280
H -3.021 -4.048 1.998
H -1.812 -3.033 2.582
H -3.024 -3.609 3.690
C 0.956 -1.852 1.318
C -0.089 -0.831 1.770
C -0.404 0.322 0.822
O -0.654 -1.025 2.832
H 0.343 -2.505 0.651
H 1.306 -2.484 2.124
H 1.709 -1.395 0.633
H -1.103 -0.008 0.032
H 0.494 0.674 0.427
H -0.993 1.062 1.282
*
```

The value obtained for the frontier orbital gap is 9.91 eV. As for the SMILES: CCOP(=O)(OCC)OCC.CCOP(=O)(OCC)OCC.CCOP(=O)(OCC)OCC.CCOP(=O)(OCC)OCC.CCOP(=O)(OCC)OCC.CC(C)=O.CC(C)=O.CC(C)=O.CC(C)=O.CC(C)=O.CC(C)=O.CC(C)=O. The calculation puts the total energy at -5752.11798 Eh. The value obtained for the highest occupied orbital energy is -9.3479 eV. The calculation puts the LUMO energy at 0.562 eV.

Atom charges from the Löwdin analysis, given in e for atoms 1 to 99:
1 C -0.06
2 C -0.25
3 O -0.19
4 P 0.36
5 O -0.25
6 O -0.20
7 C -0.24
8 C -0.08
9 O -0.18
10 C -0.17
11 C -0.07
12 H 0.08
13 H 0.07
14 H 0.07
15 H 0.08
16 H 0.13
17 H 0.13
18 H 0.09
19 H 0.08
20 H 0.08
21 H 0.08
22 H 0.09
23 H 0.11
24 H 0.07
25 H 0.06
26 H 0.10
27 C -0.06
28 C -0.23
29 O -0.19
30 P 0.32
31 O -0.23
32 O -0.17
33 C -0.29
34 C -0.06
35 O -0.19
36 C -0.15
37 C -0.07
38 H 0.10
39 H 0.06
40 H 0.07
41 H 0.14
42 H 0.11
43 H 0.08
44 H 0.12
45 H 0.09
46 H 0.10
47 H 0.08
48 H 0.10
49 H 0.12
50 H 0.03
51 H 0.07
52 H 0.09
53 C -0.06
54 C -0.21
55 O -0.22
56 P 0.37
57 O -0.25
58 O -0.22
59 C -0.19
60 C -0.08
61 O -0.22
62 C -0.20
63 C -0.06
64 H 0.06
65 H 0.08
66 H 0.08
67 H 0.13
68 H 0.08
69 H 0.12
70 H 0.12
71 H 0.07
72 H 0.08
73 H 0.06
74 H 0.12
75 H 0.11
76 H 0.08
77 H 0.05
78 H 0.06
79 C -0.09
80 C -0.21
81 O -0.19
82 P 0.41
83 O -0.25
84 O -0.17
85 C -0.18
86 C -0.06
87 O -0.18
88 C -0.26
89 C -0.06
90 H 0.10
91 H 0.09
92 H 0.07
93 H 0.09
94 H 0.12
95 H 0.11
96 H 0.10
97 H 0.07
98 H 0.06
99 H 0.07

***

Question: Which value of highest occupied orbital energy does entry 1 give?
Answer: -8.2351 eV

***

Question: Which of these has the highest frontier orbital gap?
Answer: C51H117O27P5

***

Question: Number 2 is which compound?
Answer: C51H117O27P5